{"formula": "H26HeO13", "method": "ωB97M-V/def2-TZVPD", "fmax_ha_per_bohr": 0.022, "de_lowest_kcal_mol": 23.43, "multiplicity": 1, "orbital_gap_ev": 9.6, "symbols": ["He", "O", "H", "H", "O", "H", "H", "O", "H", "H", "O", "H", "H", "O", "H", "H", "O", "H", "H", "O", "H", "H", "O", "H", "H", "O", "H", "H", "O", "H", "H", "O", "H", "H", "O", "H", "H", "O", "H", "H"], "positions_angstrom": [[-1.543, -6.440, 3.826], [-3.912, -4.884, 3.725], [-4.275, -5.606, 4.238], [-3.381, -5.310, 3.053], [-0.021, -7.666, 1.042], [-0.364, -7.657, 0.148], [0.084, -8.595, 1.249], [-3.209, -2.695, 6.369], [-4.151, -2.657, 6.533], [-3.070, -3.553, 5.969], [-2.003, -5.345, 6.676], [-1.146, -5.209, 6.272], [-1.885, -5.070, 7.585], [0.624, -4.267, 6.215], [0.419, -3.533, 5.635], [1.133, -4.868, 5.671], [-3.755, -8.687, 2.247], [-4.711, -8.679, 2.294], [-3.542, -9.532, 1.851], [-4.409, -6.544, 5.841], [-5.045, -5.847, 6.002], [-3.563, -6.152, 6.060], [-1.976, -2.951, 3.019], [-2.527, -2.263, 2.645], [-2.593, -3.557, 3.428], [1.945, -5.843, 1.972], [1.191, -6.243, 1.538], [1.800, -4.901, 1.887], [-2.222, -8.952, 4.538], [-2.769, -8.737, 5.294], [-2.718, -8.633, 3.784], [2.002, -6.286, 4.948], [2.923, -6.165, 5.179], [1.946, -6.005, 4.035], [0.201, -8.054, 5.688], [-0.384, -8.366, 4.997], [0.791, -7.443, 5.246], [-2.605, -6.360, 1.528], [-3.146, -7.148, 1.480], [-1.708, -6.688, 1.594]], "nbo_charge": [0.00, -1.01, 0.49, 0.50, -0.96, 0.49, 0.49, -0.95, 0.46, 0.49, -0.99, 0.51, 0.49, -0.97, 0.47, 0.49, -0.95, 0.50, 0.49, -0.97, 0.47, 0.51, -0.97, 0.47, 0.49, -0.97, 0.50, 0.47, -0.98, 0.49, 0.48, -0.97, 0.49, 0.51, -0.98, 0.48, 0.47, -0.98, 0.49, 0.48]}